No. 1
The following is a DFT calculation (ωB97M-V with the def2-TZVPD basis set) of a structure of composition C18H24N4O2RuSSi in a non-equilibrium geometry.

The geometry in XYZ format:
```
51
C18H24N4O2RuSSi | OMol25 | ωB97M-V with the def2-TZVPD basis set
Ru 0.606 1.276 -1.258
S -1.019 -0.377 -1.497
Si -1.907 -3.043 0.765
O 1.274 2.972 0.033
O 0.505 4.614 1.274
N 2.826 -4.530 -0.333
N -0.629 3.198 -1.772
N -0.395 0.888 0.570
N -0.590 4.041 -0.657
C -0.746 0.396 2.852
C -0.940 -0.295 0.241
C -0.493 5.623 1.528
C 0.428 3.847 0.204
C 2.403 -1.791 -2.504
C -3.729 -2.994 0.440
C -0.260 1.216 1.862
C 2.311 -0.501 -2.937
C -0.946 -3.711 -0.677
C 2.775 -3.441 -0.693
C 2.691 -2.069 -1.151
C 2.539 0.597 -2.048
C -1.286 -0.840 2.492
C -1.504 -4.017 2.297
C 2.396 1.937 -2.461
C -1.364 -1.253 1.163
C 2.795 0.292 -0.693
C 2.866 -1.049 -0.260
H -2.293 -3.952 3.051
H 3.035 1.092 -0.006
H -4.131 -4.001 0.299
H -1.379 -5.072 2.044
H -1.489 5.181 1.553
H 0.226 2.156 2.086
H -1.179 4.856 -0.625
H 2.750 2.733 -1.821
H -0.688 -4.756 -0.496
H -1.585 2.911 -1.958
H 3.092 -1.273 0.774
H -0.429 6.419 0.785
H -0.570 -3.677 2.752
H -0.254 6.028 2.503
H -0.248 3.672 -2.584
H -3.946 -2.417 -0.463
H -0.690 0.707 3.885
H -1.632 -1.504 3.277
H 2.256 -2.611 -3.194
H -1.513 -3.650 -1.609
H -4.262 -2.534 1.277
H 2.242 2.153 -3.510
H 2.094 -0.290 -3.977
H -0.016 -3.158 -0.823
```

Summary:
E_HOMO (spin up / spin down) ... -10.902 / -10.729 eV
Charge ... +1
Energy above the lowest of the compared OMol25 structures with the same formula, charge and spin ... 30.3 kcal per mole
2S+1 ... 2
Gap between HOMO and LUMO (spin up / spin down) ... 7.241 / 6.433 eV

=====

No. 2
The following is a DFT calculation (ωB97M-V with the def2-TZVPD basis set) of the molecule C18H24N4O2S2 in a non-equilibrium geometry.

The geometry in XYZ format:
```
50
C18H24N4O2S2 | OMol25 | ωB97M-V with the def2-TZVPD basis set
S -4.590 -1.298 1.396
S 1.852 2.553 0.065
O -8.487 -0.626 -0.901
O 8.080 -0.717 0.454
N -0.131 0.760 -0.427
N -2.893 0.237 0.116
N -5.133 0.785 -0.131
N 2.080 0.016 -0.358
C 3.423 1.832 0.055
C 4.470 -0.441 -0.262
C 5.748 -0.073 0.159
C 3.351 0.491 -0.179
C 5.302 -2.614 -0.858
C -7.089 -0.513 -0.925
C -2.463 1.441 -0.565
C -1.055 1.827 -0.124
C -0.675 -0.584 -0.427
C 1.194 0.941 -0.264
C 6.568 -2.253 -0.446
C -4.188 -0.039 0.398
C -1.844 -0.669 0.543
C -9.000 -1.269 0.242
C 4.251 -1.719 -0.768
C 6.798 -0.975 0.069
C -6.541 0.535 0.063
C 8.382 0.547 0.990
H -8.486 -2.220 0.423
H -6.840 -0.213 -1.949
H 0.120 -1.272 -0.136
H -3.137 2.265 -0.310
H -4.902 1.274 -0.983
H 7.398 -2.938 -0.507
H 4.280 2.456 0.200
H -7.082 1.476 -0.069
H -6.671 0.181 1.087
H -1.055 2.058 0.951
H -8.913 -0.645 1.137
H 7.815 0.742 1.907
H -10.052 -1.457 0.039
H -2.254 -1.681 0.564
H 5.904 0.913 0.565
H -1.009 -0.846 -1.438
H 5.132 -3.605 -1.252
H 8.191 1.348 0.268
H -6.615 -1.483 -0.712
H -1.513 -0.422 1.559
H 3.258 -1.990 -1.087
H -2.474 1.298 -1.655
H 9.445 0.522 1.225
H -0.743 2.731 -0.659
```

Summary:
E_HOMO ... -7.753 eV
Charge ... 0
Energy above the lowest of the compared OMol25 structures with the same formula, charge and spin ... 54.9 kcal per mole
Gap between HOMO and LUMO ... 8.075 eV

=====

No. 3
The following is a DFT calculation (ωB97M-V with the def2-TZVPD basis set) of a structure of composition C18H24N4O3 in a non-equilibrium geometry.

The geometry in XYZ format:
```
49
C18H24N4O3 | OMol25 | ωB97M-V with the def2-TZVPD basis set
O -0.370 -2.759 -0.032
O 0.403 -2.372 2.293
O -2.400 0.931 1.061
N -0.099 -1.114 3.858
N -1.819 -0.921 -0.681
N -1.725 0.788 3.225
N 0.596 0.131 -2.301
C -0.512 0.793 -2.334
C -0.992 -1.361 0.134
C -0.853 0.131 4.006
C -1.474 1.642 5.843
C 1.223 0.415 -1.136
C 2.380 -0.618 -0.738
C -1.805 0.252 1.855
C -0.453 -1.439 2.448
C -1.705 -1.158 -2.198
C -0.918 0.550 5.351
C 2.336 -1.526 -3.119
C -2.331 1.724 3.648
C -1.742 -0.070 -3.011
C -2.385 2.182 4.819
C 2.157 1.929 -1.226
C -1.128 -0.909 1.618
C 3.288 -1.119 -2.001
C 1.382 -0.078 -3.538
H 2.788 1.844 -1.955
H -2.460 -0.088 -0.531
H -0.988 1.464 -1.472
H -2.956 3.017 5.162
H 2.684 2.073 -0.180
H 2.871 -1.754 -4.022
H 0.689 -0.489 -4.236
H -1.672 -0.186 -3.972
H 3.714 -0.210 -2.314
H -0.211 0.004 6.037
H -1.267 1.977 6.925
H 3.264 -0.387 0.103
H -0.248 1.758 -3.218
H -2.878 2.487 2.816
H 4.021 -1.844 -1.651
H -2.741 0.663 -2.802
H 0.476 -2.613 1.165
H 1.817 0.723 -3.827
H 1.350 2.618 -1.437
H 1.835 -2.168 -2.895
H 1.943 -1.655 -0.505
H -0.976 -2.017 -2.340
H -2.897 -1.700 -2.524
H 0.784 0.462 -0.173
```

Summary:
E_HOMO ... -8.005 eV
Charge ... 0
Energy above the lowest of the compared OMol25 structures with the same formula, charge and spin ... 436.5 kcal per mole
Gap between HOMO and LUMO ... 8.043 eV

=====

No. 4
The following is a DFT calculation (ωB97M-V with the def2-TZVPD basis set) of the molecule C18H24N4O4S.

The geometry in XYZ format:
```
51
C18H24N4O4S | OMol25 | ωB97M-V with the def2-TZVPD basis set
S -2.087 4.939 -0.181
O 2.333 0.461 1.072
O -1.865 0.637 1.233
O -1.062 1.153 -1.764
O -7.663 -1.536 -0.137
N 0.162 1.768 0.049
N 1.858 -0.422 -0.940
N -2.725 2.438 0.120
N -0.408 3.017 0.225
C 6.945 -0.687 0.538
C 4.628 -1.554 0.141
C -4.091 0.494 0.438
C -6.461 -0.943 0.057
C -2.788 1.166 0.649
C 0.424 -0.467 -0.740
C -5.311 1.162 0.315
C -1.704 3.353 0.063
C -4.087 -0.898 0.390
C -0.255 0.900 -0.898
C -7.725 -2.941 -0.210
C 4.184 -0.165 -0.342
C 6.112 -1.769 -0.141
C -6.476 0.453 0.132
C 2.718 0.008 0.007
C 6.511 0.695 0.059
C 5.028 0.917 0.332
C -5.249 -1.615 0.192
H 4.313 -0.107 -1.429
H -7.383 -3.406 0.720
H 6.812 -0.753 1.620
H 8.004 -0.842 0.320
H 4.836 0.888 1.405
H 7.096 1.465 0.565
H 6.701 0.782 -1.014
H -7.425 0.957 0.046
H -8.776 -3.181 -0.366
H -3.588 2.817 -0.251
H 0.782 1.424 0.791
H 4.722 1.899 -0.035
H -5.201 -2.692 0.148
H -3.144 -1.412 0.504
H 6.412 -2.755 0.220
H 0.219 -0.816 0.277
H -7.137 -3.326 -1.049
H -0.017 -1.153 -1.464
H 6.286 -1.740 -1.219
H -5.372 2.237 0.400
H 4.445 -1.624 1.215
H 4.035 -2.327 -0.354
H 2.210 -0.705 -1.840
H 0.227 3.805 0.131
```

Summary:
E_HOMO ... -8.206 eV
Charge ... 0
Energy above the lowest of the compared OMol25 structures with the same formula, charge and spin ... 44.8 kcal per mole
Gap between HOMO and LUMO ... 8.661 eV

=====

No. 5
The following is a DFT calculation (ωB97M-V with the def2-TZVPD basis set) of a structure of composition C18H24N4O7PtS.

The geometry in XYZ format:
```
55
C18H24N4O7PtS | OMol25 | ωB97M-V with the def2-TZVPD basis set
Pt 0.054 -0.504 -1.105
S 0.676 2.535 -1.897
O 2.328 -1.760 5.435
O 6.449 -1.801 1.347
O 1.172 1.752 -2.980
O -1.842 -0.324 -1.941
O 1.141 3.841 -1.649
O 0.122 1.782 -0.785
O -1.041 3.061 -2.675
N -3.892 0.026 -1.057
N 0.203 -0.832 1.031
N 2.066 -0.819 -0.824
N -2.902 1.636 -2.414
C -3.943 -1.322 -0.493
C 0.960 -1.513 5.232
C -4.788 2.299 -1.006
C 2.962 -0.811 -1.785
C 6.257 -1.579 -0.027
C -4.055 2.550 -2.303
C -5.114 0.825 -0.902
C 3.896 -1.330 0.755
C 1.762 -1.314 2.872
C -0.564 -1.009 3.285
C -0.765 -0.799 1.913
C 4.798 -1.319 -0.263
C 1.520 -1.081 1.462
C 2.487 -1.082 0.503
C 4.327 -1.052 -1.568
C 0.734 -1.277 3.767
C -2.854 0.427 -1.781
C -1.878 2.014 -3.308
H 4.998 -1.026 -2.415
H 4.235 -1.530 1.760
H -5.840 0.521 -1.661
H -3.670 3.569 -2.334
H -4.768 -1.871 -0.946
H -0.862 3.808 -3.272
H -3.019 -1.851 -0.692
H -1.232 1.182 -3.565
H 0.618 -0.630 5.783
H -1.413 -0.966 3.952
H -2.293 2.474 -4.203
H 0.341 -2.361 5.548
H -1.760 -0.599 1.534
H 2.761 -1.517 3.225
H -5.534 0.584 0.073
H 6.827 -0.714 -0.386
H -5.704 2.886 -0.980
H 7.377 -1.984 1.522
H -4.712 2.402 -3.163
H 2.500 -1.898 6.372
H -4.118 -1.258 0.581
H -4.170 2.606 -0.160
H 2.603 -0.599 -2.784
H 6.557 -2.446 -0.628
```

Summary:
E_HOMO (spin up / spin down) ... -12.002 / -15.087 eV
Charge ... +2
Energy above the lowest of the compared OMol25 structures with the same formula, charge and spin ... 0.0 kcal per mole
2S+1 ... 5
Gap between HOMO and LUMO (spin up / spin down) ... 7.010 / 5.984 eV

=====

No. 6
The following is a DFT calculation (ωB97M-V with the def2-TZVPD basis set) of a structure of composition C18H24N4OS in a non-equilibrium geometry.

The geometry in XYZ format:
```
48
C18H24N4OS | OMol25 | ωB97M-V with the def2-TZVPD basis set
S -2.308 -0.886 0.333
O -7.240 -0.322 -0.072
N 0.796 -0.658 0.486
N -4.576 0.450 -0.701
N 3.304 -0.752 -0.980
N -3.190 1.600 0.754
C 2.080 -1.661 0.962
C 2.236 -0.086 -1.342
C -5.110 -0.892 -1.410
C -6.601 0.759 0.238
C 5.711 -1.039 -0.412
C 4.814 1.365 -0.583
C 4.588 -0.152 -0.573
C -1.937 1.307 1.148
C 6.830 -0.330 0.074
C -3.436 0.570 -0.010
C 2.945 -1.834 -0.074
C 1.266 0.616 -0.142
C -5.529 1.599 -0.971
C -6.137 -1.323 -0.218
C -1.341 0.142 1.214
C 0.074 -0.310 1.588
C 7.037 1.139 0.103
C 6.016 1.877 -0.285
H 8.058 1.475 0.278
H 2.257 -2.599 -0.638
H -7.406 1.811 0.249
H 0.299 1.006 -0.296
H -0.335 -1.204 2.319
H -1.509 2.164 1.841
H 3.767 -2.502 0.131
H -6.671 -2.076 -0.676
H 1.499 -0.658 -2.026
H -5.746 -1.534 0.699
H -4.968 2.357 -0.365
H 5.629 -1.920 -0.401
H -5.938 1.617 -1.887
H -4.266 -1.585 -1.319
H 7.665 -0.974 0.407
H 6.002 2.857 -0.251
H 0.462 0.266 2.502
H 2.634 -0.912 1.837
H 3.959 1.836 -0.783
H 1.793 1.073 0.512
H 1.750 -2.521 1.676
H -6.132 1.038 1.281
H -5.545 -0.858 -2.296
H 2.452 0.665 -1.922
```

Summary:
E_HOMO ... -7.043 eV
Charge ... 0
Energy above the lowest of the compared OMol25 structures with the same formula, charge and spin ... 370.6 kcal per mole
Gap between HOMO and LUMO ... 7.659 eV

=====

No. 7
The following is a DFT calculation (ωB97M-V with the def2-TZVPD basis set) of the ion C18H24NO with charge +1.

The geometry in XYZ format:
```
44
C18H24NO | OMol25 | ωB97M-V with the def2-TZVPD basis set
O -0.602 -2.102 0.738
N -0.811 0.541 1.126
C 1.542 -2.941 -2.120
C -0.164 -1.643 1.994
C 1.785 -4.635 -0.444
C 0.327 -2.767 -0.063
C 0.354 1.137 -2.959
C 0.258 -0.170 1.864
C -1.263 -0.638 -1.577
C -0.983 1.443 -2.754
C 0.883 -0.049 -2.481
C -1.790 0.552 -2.068
C 0.897 -3.954 0.369
C 0.649 -2.232 -1.317
C -0.951 2.723 2.301
C 2.103 -4.128 -1.693
C 0.696 2.372 0.395
C -1.167 4.223 2.123
C 0.082 -0.961 -1.793
C -0.668 2.028 0.967
H -1.970 4.416 1.417
H 2.215 -5.565 -0.106
H -1.436 4.670 3.075
H 1.776 -2.559 -3.102
H -2.840 0.766 -1.931
H -0.890 0.079 0.172
H 0.668 -2.234 2.386
H 1.482 2.262 1.137
H -1.700 0.354 1.604
H 1.182 -0.099 1.288
H -1.439 2.319 0.246
H -0.121 2.566 2.991
H 0.985 1.822 -3.504
H -0.265 4.710 1.767
H -1.916 -1.372 -1.126
H 0.694 3.406 0.065
H 0.924 1.754 -0.471
H 0.626 -4.352 1.336
H -1.396 2.359 -3.146
H 1.926 -0.275 -2.645
H -1.014 -1.735 2.679
H -1.853 2.296 2.747
H 2.785 -4.661 -2.335
H 0.402 0.274 2.848
```

Summary:
E_HOMO ... -11.702 eV
Charge ... +1
Energy above the lowest of the compared OMol25 structures with the same formula, charge and spin ... 0.7 kcal per mole
Gap between HOMO and LUMO ... 9.279 eV

=====

No. 8
The following is a DFT calculation (ωB97M-V with the def2-TZVPD basis set) of a cluster of 6 separate species, C18H24O18 in total in a non-equilibrium geometry.

The geometry in XYZ format:
```
60
C18H24O18 | OMol25 | ωB97M-V with the def2-TZVPD basis set
O -1.417 -1.307 -4.969
O -1.004 4.416 4.500
O 4.300 -1.730 -3.061
O 2.714 -2.380 -4.559
O -1.855 -0.345 0.781
O 2.509 0.960 -0.065
O 2.523 -2.933 -2.366
O -3.477 0.246 2.281
O -2.613 -1.812 2.354
O 0.815 1.831 -1.375
O -0.902 3.000 2.784
O 1.000 1.289 4.939
O -0.052 -2.414 -6.403
O 0.894 4.222 3.271
O 0.879 -0.337 -0.835
O -0.517 -0.059 3.932
O 0.053 -0.231 -6.373
O -0.840 0.648 6.065
C -0.435 1.294 -1.839
C 4.404 -1.849 -1.638
C 3.461 -3.004 -1.284
C -0.203 3.899 3.493
C 1.493 0.877 -0.678
C -2.285 2.990 3.154
C 0.773 -2.110 -7.447
C -2.237 3.675 4.543
C 0.505 0.136 2.893
C 3.159 -2.366 -3.439
C -2.568 -0.594 1.731
C -0.588 -1.292 -5.869
C -3.888 -0.398 3.567
C -0.146 -0.206 -1.852
C 1.123 -0.632 -7.195
C -0.193 0.647 5.063
C 1.537 1.106 3.570
C -3.742 -1.825 3.218
H 4.027 -0.956 -1.105
H -3.119 4.266 4.704
H -0.914 -0.898 -1.510
H 2.084 -0.622 -6.621
H -3.424 -2.412 4.051
H 0.983 -0.818 2.638
H -4.607 -2.225 2.693
H -2.829 3.558 2.390
H 0.151 -0.473 -2.878
H 3.925 -3.993 -1.200
H 1.539 2.000 3.045
H -1.251 1.548 -1.092
H -0.718 1.626 -2.866
H -3.165 -0.110 4.343
H -2.210 2.896 5.241
H 1.604 -2.855 -7.457
H 1.163 0.014 -8.049
H -4.889 -0.101 3.748
H 0.146 -2.237 -8.380
H 2.991 -2.831 -0.318
H 5.422 -2.035 -1.252
H 2.488 0.652 3.614
H -2.652 1.974 3.325
H 0.073 0.618 2.039
```

Summary:
E_HOMO ... -10.760 eV
Charge ... 0
Energy above the lowest of the compared OMol25 structures with the same formula, charge and spin ... 10.4 kcal per mole
Gap between HOMO and LUMO ... 11.263 eV